1.
ORCA calculation (wB97M-V/def2-TZVPD) on the ion CH4ClN2 with charge +1 at a distorted geometry.

Geometry as XYZ:
```
8
Properties=species:S:1:pos:R:3:forces:R:3
N -0.989571 0.698720 0.455414 5.2 -5.0 0.1
C 0.179329 0.126562 -0.351892 -4.2 4.5 1.9
N 0.869775 -0.939041 -0.091728 -1.4 1.6 0.0
Cl 0.692800 1.293983 -1.460307 0.1 -0.8 -0.2
H -1.243384 0.080969 1.252378 0.1 0.7 -0.9
H -1.754537 1.195503 0.089078 -0.6 0.8 -1.3
H 0.484074 -1.460655 0.678831 0.8 -1.0 0.1
H 1.761515 -0.996041 -0.571773 0.1 -0.8 0.4
```
Positions in Å, forces in eV/Å.

Output
SMILES = NC(=[NH2+])Cl
DFT total energy = -609.92269 Ha
ΔE to the lowest compared entry with this formula, charge and spin = 30.8 kcal per mole
total charge = +1
E_HOMO = -16.36 eV

***

2.
ORCA calculation (wB97M-V/def2-TZVPD) on a structure of composition CH4ClN2P at a distorted geometry.

Geometry as XYZ:
```
9
Properties=species:S:1:pos:R:3:forces:R:3
C -0.315932 -0.668436 -1.574728 -1.0 1.1 0.1
N -0.254586 -0.445527 -0.160787 0.8 0.0 2.4
N -0.101483 0.707204 0.158719 -0.3 0.1 1.8
P -0.065906 1.126148 2.349289 -0.7 -2.3 -2.0
Cl 1.862847 1.597215 2.131524 1.0 0.2 0.2
H 0.523061 -1.089062 -2.055933 0.9 -0.9 0.0
H -0.507257 0.293999 -1.945540 0.0 1.4 -1.4
H -1.226213 -1.192716 -1.670591 -0.7 -1.2 -0.7
H 0.085469 -0.328826 2.768046 0.0 1.6 -0.6
```
Positions in Å, forces in eV/Å.

Output
DFT total energy = -951.47047 Ha
ΔE to the lowest compared entry with this formula, charge and spin = 16.3 kcal per mole
E_HOMO = -8.14 eV

***

3.
ORCA calculation (wB97M-V/def2-TZVPD) on a cluster of 2 separate species, CH4ClN2S in total at a distorted geometry.

Geometry as XYZ:
```
9
Properties=species:S:1:pos:R:3:forces:R:3
C 1.240431 -0.709748 0.764691 -3.1 5.1 -4.0
N 1.477528 -1.317049 1.853339 0.1 -0.7 0.1
N 0.710344 0.006953 -0.036139 3.5 -4.8 4.4
S -1.917726 2.077138 -1.716902 -0.6 0.3 -0.1
Cl -1.700715 0.312424 -2.681386 0.2 -0.3 -0.1
H 0.624809 -1.706928 2.213831 -0.1 -0.6 0.9
H 2.388751 -1.527676 2.230106 0.1 -0.1 0.0
H -3.252128 2.178245 -1.952098 0.4 0.0 0.2
H 0.428705 0.686641 -0.675442 -0.6 1.0 -1.3
```
Positions in Å, forces in eV/Å.

Output
DFT total energy = -1008.06392 Ha
ΔE to the lowest compared entry with this formula, charge and spin = 43.7 kcal per mole
total charge = +1
E_HOMO = -12.70 eV

***

4.
ORCA calculation (wB97M-V/def2-TZVPD) on the molecule CH4ClNO2S at a distorted geometry.

Geometry as XYZ:
```
10
Properties=species:S:1:pos:R:3:forces:R:3
C -0.358368 0.092324 -1.474983 -0.7 -0.4 -0.3
O 0.045881 -0.574998 -0.311121 1.1 -0.7 1.0
S 0.089517 0.047418 1.149350 -4.3 -0.3 1.8
N 0.563207 -1.062400 2.073279 -0.3 1.8 -0.7
O -1.196584 0.617482 1.560731 2.0 -0.6 -1.2
Cl 1.196889 1.696484 0.853873 0.8 0.2 -0.2
H -0.833304 -0.632740 -2.102614 0.3 -0.8 -0.5
H 0.415033 0.600611 -1.996902 0.8 0.4 -0.1
H -1.171564 0.701742 -1.250730 -1.2 1.7 0.5
H 1.249292 -1.485921 1.499117 1.5 -1.4 -0.3
```
Positions in Å, forces in eV/Å.

Output
SMILES = CO[S@](=N)(=O)Cl
DFT total energy = -1104.03577 Ha
ΔE to the lowest compared entry with this formula, charge and spin = 19.6 kcal per mole
E_HOMO = -10.65 eV

***

5.
ORCA calculation (wB97M-V/def2-TZVPD) on a cluster of 2 separate species, CH4ClNOS in total at a distorted geometry.

Geometry as XYZ:
```
9
Properties=species:S:1:pos:R:3:forces:R:3
C -1.839321 -0.284411 -0.375321 -1.5 -0.4 0.9
N 1.555586 1.166205 0.586944 -1.8 -2.3 -3.3
O 3.275684 -0.630470 -0.054639 -2.1 0.6 -0.6
S 1.941132 -0.025900 -0.309622 2.2 1.2 2.2
Cl -1.143167 -1.851613 0.116128 0.0 0.1 -0.4
H -2.924167 -0.277698 -0.070513 1.2 0.0 -0.6
H -1.658185 0.004907 -1.385541 -0.2 -0.6 -1.0
H 2.112682 1.447396 1.329146 1.7 0.5 1.7
H -1.320241 0.451588 0.163419 0.5 0.9 1.1
```
Positions in Å, forces in eV/Å.

Output
DFT total energy = -1028.82937 Ha
ΔE to the lowest compared entry with this formula, charge and spin = 23.5 kcal per mole
E_HOMO = -10.94 eV

***

6.
ORCA calculation (wB97M-V/def2-TZVPD) on a cluster of 2 separate species, CH4FNS2 in total at a distorted geometry.

Geometry as XYZ:
```
9
Properties=species:S:1:pos:R:3:forces:R:3
C -0.945768 0.743265 -0.315129 0.1 1.2 0.3
N 0.034740 0.289726 -1.372233 -0.4 0.4 0.9
S -0.493300 -0.911608 -2.305895 0.0 -0.4 -0.3
S 1.474979 1.013942 -1.428231 0.2 0.1 0.0
H -1.930811 0.564236 -0.769809 0.3 0.4 0.4
H -0.849966 0.113269 0.576900 0.2 -0.1 -0.4
H -0.744414 1.828475 0.022547 -0.3 -1.8 -0.9
F 1.805771 -1.956307 2.358356 -0.1 0.1 0.3
H 1.648770 -1.684996 3.233493 0.1 -0.1 -0.3
```
Positions in Å, forces in eV/Å.

Output
SMILES = C[N+](=S)[S-].F
DFT total energy = -991.41923 Ha
ΔE to the lowest compared entry with this formula, charge and spin = 18.4 kcal per mole
E_HOMO = -8.77 eV

***

7.
ORCA calculation (wB97M-V/def2-TZVPD) on a cluster of 2 separate species, CH4FNS2 in total at a distorted geometry.

Geometry as XYZ:
```
9
Properties=species:S:1:pos:R:3:forces:R:3
C 0.549141 -0.282258 -1.072857 0.8 0.1 -0.7
N -0.558583 -0.159333 -0.210355 -0.6 -0.3 1.4
F -1.224386 2.397014 0.151220 -0.3 -1.1 0.0
S 0.641470 -1.181684 2.079772 0.2 -0.1 -0.5
S -1.706171 0.752727 0.074144 0.2 1.3 -0.2
H 0.250766 -0.027417 -2.095471 0.0 0.0 0.0
H 1.361113 0.386730 -0.772297 -0.1 -0.1 0.0
H 0.904776 -1.311315 -1.044438 0.0 0.1 0.0
H -0.218125 -0.574463 2.890282 -0.3 0.2 0.1
```
Positions in Å, forces in eV/Å.

Output
DFT total energy = -991.37952 Ha
ΔE to the lowest compared entry with this formula, charge and spin = 43.3 kcal per mole
E_HOMO (spin up / spin down) = -8.64 / -9.66 eV

***

8.
ORCA calculation (wB97M-V/def2-TZVPD) on a structure of composition CH4FO4P at a distorted geometry.

Geometry as XYZ:
```
11
Properties=species:S:1:pos:R:3:forces:R:3
C 0.218032 0.469030 1.782329 -0.9 -0.9 0.5
O -1.053517 -1.089532 -1.631554 -1.2 0.6 -2.0
O -0.342443 0.297464 0.462968 0.3 -1.2 -2.3
O 0.873646 0.518714 -2.080925 1.3 -3.5 1.6
O 0.264907 -2.118620 0.220311 1.3 1.4 -2.0
F 0.037863 1.596096 -2.052038 -1.3 1.3 0.4
P 0.043117 -0.886819 -0.598215 -0.1 1.9 3.9
H 0.433692 1.517303 1.766839 0.8 0.5 0.4
H 1.090707 -0.227228 1.987009 -1.2 1.0 -0.2
H -0.655382 0.355529 2.504881 1.3 -0.3 -0.8
H -0.910622 -0.431938 -2.361607 -0.3 -0.6 0.5
```
Positions in Å, forces in eV/Å.

Output
DFT total energy = -782.55575 Ha
ΔE to the lowest compared entry with this formula, charge and spin = 53.2 kcal per mole
E_HOMO = -11.01 eV

***

9.
ORCA calculation (wB97M-V/def2-TZVPD) on a cluster of 2 separate species, CH4FOP in total at a distorted geometry.

Geometry as XYZ:
```
8
Properties=species:S:1:pos:R:3:forces:R:3
C 0.336575 0.467222 0.635997 -2.3 -1.3 2.1
O 1.337983 0.461821 -0.254043 1.1 -0.7 -4.1
F -2.173752 -0.934296 0.472257 1.7 1.7 -1.1
P -1.263010 0.221782 -0.365252 -0.1 -2.2 0.1
H 0.480637 -0.389881 1.357091 -0.6 0.8 -0.2
H 0.210277 1.443000 1.244917 0.4 -1.2 -1.1
H 1.034905 -0.159134 -1.099819 0.9 1.7 2.6
H 0.036386 -1.110514 -1.991149 -1.1 1.2 1.6
```
Positions in Å, forces in eV/Å.

Output
DFT total energy = -556.82102 Ha
ΔE to the lowest compared entry with this formula, charge and spin = 109.5 kcal per mole
E_HOMO (spin up / spin down) = -9.28 / -9.60 eV

***

10.
ORCA calculation (wB97M-V/def2-TZVPD) on a cluster of 2 separate species, CH4FOP in total at a distorted geometry.

Geometry as XYZ:
```
8
Properties=species:S:1:pos:R:3:forces:R:3
C -0.790530 -0.572959 -0.414838 -0.3 -0.3 -0.2
O 0.144589 0.422163 -0.045703 1.0 0.1 0.0
P -1.402396 1.040516 0.089493 -0.3 0.1 0.0
H -0.782614 -0.828050 -1.469308 0.0 0.0 0.0
H -0.847368 -1.416960 0.263690 0.0 0.0 0.0
H -1.609838 0.671683 1.441130 -0.2 0.0 0.2
F 3.109998 0.281039 0.083370 -0.6 0.1 0.0
H 2.178158 0.402567 0.052164 0.3 -0.1 0.0
```
Positions in Å, forces in eV/Å.

Output
SMILES = C1OP1.F
DFT total energy = -556.91574 Ha
ΔE to the lowest compared entry with this formula, charge and spin = 50.1 kcal per mole
E_HOMO = -10.46 eV

***

11.
ORCA calculation (wB97M-V/def2-TZVPD) on a cluster of 2 separate species, CH4FOP in total at a distorted geometry.

Geometry as XYZ:
```
8
Properties=species:S:1:pos:R:3:forces:R:3
C -0.540369 0.043112 0.234560 2.2 3.0 2.2
O -0.520263 1.453505 0.054757 -0.5 1.5 -2.3
F 1.809906 0.053445 -0.696600 -0.1 -0.6 0.6
P 1.137136 -0.424380 0.711046 0.7 1.5 0.0
H -1.189312 -0.037621 1.040388 -1.2 -0.9 1.8
H -0.899683 -0.515277 -0.516502 -1.2 -2.0 -3.2
H -0.612878 1.761774 -0.895992 0.3 -1.0 1.7
H 0.815463 -2.334560 0.068340 -0.1 -1.6 -0.8
```
Positions in Å, forces in eV/Å.

Output
DFT total energy = -556.76800 Ha
2S+1 = 3
ΔE to the lowest compared entry with this formula, charge and spin = 35.2 kcal per mole
<S²> = 2.00
E_HOMO (spin up / spin down) = -6.61 / -10.00 eV

***

12.
ORCA calculation (wB97M-V/def2-TZVPD) on the molecule CH4FOPS at a distorted geometry.

Geometry as XYZ:
```
9
Properties=species:S:1:pos:R:3:forces:R:3
C 0.927547 -0.813795 0.320148 1.0 2.1 1.8
P -0.769266 0.065052 0.102111 1.8 3.9 -0.8
O -0.136441 1.606942 -1.001630 -0.7 -3.5 2.9
F -0.840010 1.028719 1.433616 0.3 -1.7 -1.7
S -2.459089 -0.681762 -0.413009 1.2 0.2 0.3
H 1.680499 0.022542 -0.138324 -1.7 -2.4 1.1
H 1.168800 -0.988251 1.465563 -0.8 1.2 -2.0
H 1.083565 -1.857600 0.031751 -0.6 0.5 -1.1
H -0.655608 1.618152 -1.800227 -0.5 -0.2 -0.5
```
Positions in Å, forces in eV/Å.

Output
SMILES = C[P@](O)(F)=S
DFT total energy = -955.16604 Ha
ΔE to the lowest compared entry with this formula, charge and spin = 40.5 kcal per mole
E_HOMO = -10.00 eV